Run P
Molecular formula: C23H38O
Method: DFT, ωB97M-V with the def2-TZVPD basis set

Structure (XYZ):
```
62
C23H38O, DFT ωB97M-V with the def2-TZVPD basis set
C 4.35208 2.21621 -0.37914
C 4.90040 1.06501 0.42627
O 5.94038 1.14098 1.03222
C 4.05404 -0.18685 0.43846
C 3.61726 -0.65971 -0.95325
C 2.79016 -1.90174 -0.83336
C 1.58276 -2.12527 -1.33766
C 0.89204 -3.44217 -1.12216
C 0.79747 -1.14884 -2.16926
C -0.26815 -0.40066 -1.34441
C 0.29628 0.68034 -0.47697
C 0.47593 0.65111 0.83883
C 0.93949 1.86909 1.58754
C 0.22278 -0.55775 1.69789
C -1.14533 -0.51678 2.40593
C -2.28030 -0.45066 1.42947
C -2.98731 -1.47528 0.97052
C -2.74349 -2.90597 1.36951
C -4.13729 -1.32564 0.00523
C -4.67715 0.09421 -0.19740
C -3.79910 0.92871 -1.07794
C -3.36038 2.16615 -0.88292
C -3.63907 3.00920 0.32630
C -2.50267 2.85713 -1.90393
H 4.80859 3.14683 -0.05146
H 4.60780 2.06090 -1.42621
H 3.27137 2.27200 -0.29056
H 3.15580 0.02556 1.02269
H 4.61264 -0.97623 0.94572
H 3.05338 0.12727 -1.44807
H 4.50972 -0.87818 -1.54883
H 3.26306 -2.68860 -0.25775
H 0.84165 -3.99454 -2.06112
H 1.42013 -4.05191 -0.39352
H -0.12946 -3.28909 -0.77706
H 1.45388 -0.42380 -2.65100
H 0.28652 -1.70691 -2.95814
H -0.83503 -1.11052 -0.74528
H -0.96624 0.07030 -2.04029
H 0.54723 1.59023 -1.01140
H 1.09744 2.71144 0.91756
H 1.86548 1.67489 2.12960
H 0.18915 2.15791 2.32328
H 1.00029 -0.61349 2.46529
H 0.28662 -1.46288 1.09545
H -1.23160 -1.39463 3.04783
H -1.18572 0.36559 3.04883
H -2.49253 0.54058 1.06365
H -2.91181 -3.56498 0.51871
H -1.73139 -3.06234 1.73008
H -3.43809 -3.20094 2.15717
H -4.95386 -1.95792 0.36910
H -3.83256 -1.73220 -0.96568
H -4.83906 0.55874 0.77442
H -5.65346 0.00921 -0.68823
H -3.52830 0.43274 -2.00291
H -2.69912 3.31771 0.78493
H -4.17382 3.91250 0.03251
H -4.23379 2.48866 1.07004
H -2.97152 3.78732 -2.22446
H -1.53451 3.10723 -1.47084
H -2.34214 2.23167 -2.77816
```

Values from the calculation:
HOMO-LUMO gap (Ha): 0.3437
Charge: 0
SMILES: CC(=O)CC/C=C(/C)CC/C=C(/C)CC/C=C(\C)CCC=C(C)C
M (g mol⁻¹): 330.56
2S+1: 1
LUMO level (eV): 0.694

Here are the Löwdin charges for atoms 1 to 5, given in e:
1. C -0.01
2. C -0.45
3. O 0.08
4. C -0.12
5. C -0.18


Run Q
Molecular formula: C23H38O
Method: DFT, ωB97M-V with the def2-TZVPD basis set

Structure (XYZ):
```
62
C23H38O, DFT ωB97M-V with the def2-TZVPD basis set
C 8.62552 3.09304 -0.55775
C 8.16472 2.58207 -1.89974
O 8.91732 2.10233 -2.70910
C 6.67637 2.69096 -2.13979
C 5.99102 1.38972 -1.67441
C 4.51783 1.45817 -1.93093
C 3.57500 1.67157 -1.01974
C 3.87297 1.84943 0.44421
C 2.12268 1.70164 -1.39995
C 1.39817 0.42061 -0.94415
C -0.04821 0.47011 -1.32996
C -1.05194 0.96169 -0.61105
C -0.91410 1.55146 0.75909
C -2.45710 0.93803 -1.15541
C -3.15834 -0.40339 -0.86512
C -3.42620 -0.59694 0.59342
C -2.80950 -1.45247 1.40079
C -1.71818 -2.37723 0.93652
C -3.20485 -1.56785 2.84612
C -4.17927 -2.74478 3.05571
C -5.49463 -2.45349 2.40509
C -5.93843 -2.88718 1.23190
C -7.27110 -2.44858 0.69668
C -5.20239 -3.82202 0.31983
H 7.98899 2.70517 0.23367
H 9.65890 2.80967 -0.37710
H 8.54873 4.17921 -0.55134
H 6.25614 3.53668 -1.59492
H 6.49226 2.81978 -3.20737
H 6.19160 1.22810 -0.61513
H 6.42127 0.55567 -2.23357
H 4.23301 1.34989 -2.96910
H 4.22038 0.91480 0.88465
H 2.98197 2.16687 0.97948
H 4.64539 2.60086 0.59674
H 2.01914 1.79711 -2.48215
H 1.63405 2.56170 -0.93585
H 1.87591 -0.43682 -1.42315
H 1.51233 0.30619 0.13454
H -0.26424 0.09513 -2.32276
H 0.07023 1.38214 1.18428
H -1.08681 2.62751 0.71365
H -1.66235 1.12028 1.42225
H -3.04024 1.74745 -0.71223
H -2.43454 1.08522 -2.23748
H -4.11383 -0.40960 -1.39861
H -2.54148 -1.21164 -1.25704
H -4.19831 0.04470 0.99975
H -2.06695 -3.02399 0.13294
H -1.37264 -3.00550 1.75361
H -0.87126 -1.80526 0.55994
H -3.69322 -0.64920 3.17809
H -2.31707 -1.72549 3.46338
H -4.33432 -2.88201 4.12914
H -3.73041 -3.65584 2.66068
H -6.11621 -1.76334 2.96322
H -7.14635 -1.98792 -0.28299
H -7.93339 -3.30598 0.57610
H -7.74913 -1.73262 1.36009
H -4.35805 -4.29521 0.80976
H -4.83121 -3.27230 -0.54517
H -5.87567 -4.59825 -0.04224
```

Values from the calculation:
HOMO-LUMO gap (Ha): 0.3359
Charge: 0
SMILES: CC(=O)CC/C=C(\C)CC/C=C(\C)CC/C=C(\C)CCC=C(C)C
M (g mol⁻¹): 330.56
2S+1: 1
LUMO level (eV): 0.711

Here are the Löwdin charges for atoms 1 to 5, given in e:
1. C -0.01
2. C -0.47
3. O 0.09
4. C -0.13
5. C -0.18


It is run Q that is the least stable of them.